(1)
A 7-piece molecular cluster, C14H43NO12 overall at a distorted geometry, computed with wB97M-V/def2-TZVPD.

Each line ends with the natural charge from an NBO analysis.
Positions of all 70 atoms, in Å:
C: 11.69678 -12.50234 23.13038  -0.243
O: 12.80056 -12.80618 22.36355  -0.557
C: 12.66846 -13.02243 20.94818  -0.061
C: 13.28907 -11.90050 20.12983  -0.252
N: 14.72871 -12.02292 20.18664  -0.612
C: 15.28422 -10.89769 19.49386  -0.237
C: 15.16520 -10.98900 17.97517  -0.081
O: 14.61413 -9.77999 17.46908  -0.565
C: 14.80404 -9.39410 16.10928  -0.238
H: 10.95405 -13.29039 23.25466  0.163
H: 11.16601 -11.58446 22.87763  0.157
H: 12.11374 -12.22970 24.09987  0.190
H: 11.61251 -13.10463 20.69064  0.167
H: 13.14136 -13.97734 20.71881  0.192
H: 12.89361 -10.91284 20.36697  0.179
H: 12.90562 -12.18204 19.14912  0.189
H: 15.05692 -11.97314 21.14053  0.366
H: 16.33342 -10.94899 19.78482  0.186
H: 14.95284 -9.91153 19.81907  0.179
H: 14.37219 -11.68618 17.70466  0.173
H: 16.16601 -11.28937 17.66492  0.176
H: 14.31001 -8.43491 15.95439  0.195
H: 14.39607 -10.21677 15.52202  0.169
H: 15.87540 -9.25944 15.96039  0.164
O: 25.16300 -9.66286 10.20306  -0.761
C: 24.67970 -8.38295 10.75628  -0.090
C: 25.43810 -7.98144 12.04992  -0.093
O: 25.88118 -9.09771 12.88199  -0.707
H: 24.88341 -9.77395 9.29141  0.481
H: 24.73233 -7.69531 9.91219  0.181
H: 23.62501 -8.53218 10.98750  0.164
H: 24.81329 -7.24175 12.55049  0.176
H: 26.22011 -7.27743 11.76546  0.163
H: 25.82552 -9.84939 12.28745  0.485
O: 21.02633 -5.59686 17.65566  -0.735
C: 20.27826 -6.84340 17.64567  -0.095
C: 21.18112 -7.80384 16.83743  -0.088
O: 22.46405 -8.09482 17.40242  -0.750
H: 21.88324 -5.88234 17.98096  0.469
H: 20.36349 -7.09348 18.70317  0.182
H: 19.30085 -6.68574 17.18969  0.199
H: 21.27086 -7.29820 15.87599  0.170
H: 20.61908 -8.73492 16.76466  0.159
H: 23.06697 -8.55801 16.81629  0.490
O: 18.76645 -1.36247 15.71473  -0.717
C: 18.01544 -1.67008 14.55868  -0.090
C: 18.86913 -2.05021 13.35949  -0.096
O: 18.18491 -2.84707 12.34948  -0.714
H: 19.44316 -2.01779 15.89972  0.475
H: 17.47933 -2.58325 14.81716  0.160
H: 17.21847 -0.96929 14.31001  0.180
H: 19.80250 -2.49320 13.70689  0.176
H: 19.20938 -1.18553 12.78970  0.164
H: 17.48835 -2.24832 12.07034  0.461
O: 13.76820 -5.11106 7.47459  -0.714
C: 14.34734 -3.74816 7.39634  -0.092
C: 15.69231 -3.68905 6.70282  -0.090
O: 16.18105 -2.35071 6.58328  -0.721
H: 13.91294 -5.52270 6.61949  0.461
H: 13.68827 -2.96754 7.01639  0.164
H: 14.46380 -3.43038 8.43246  0.181
H: 15.62028 -4.13239 5.70966  0.149
H: 16.44502 -4.35428 7.12590  0.189
H: 15.78183 -1.87232 5.85297  0.473
O: 18.44842 -7.27061 10.80680  -0.943
H: 17.49401 -7.22991 10.74623  0.470
H: 18.67708 -6.59799 11.44830  0.473
O: 18.62224 -11.44289 9.22113  -0.938
H: 18.54106 -10.65697 9.76147  0.472
H: 18.72278 -12.15730 9.85022  0.466

The calculated total energy comes out at -1516.608004 Ha. Its net charge is 0. For the energy relative to the best compared isomer or geometry (same formula, charge and spin), the calculation gives 85.99 kcal per mole. Its SMILES is COCCNCCOC.OCCO.OCCO.OCCO.OCCO.O.O.

=====

(2)
C14H43O10Ti as an isolated structure at a distorted geometry, computed with wB97M-V/def2-TZVPD.

Each line ends with the natural charge from an NBO analysis.
Positions of all 68 atoms, in Å:
Ti: 26.49239 6.08064 15.45330  0.875
C: 28.71304 9.19159 13.53355  -0.718
C: 27.88981 8.34427 14.51490  0.805
O: 26.68509 8.15313 14.24331  -0.793
O: 28.46673 7.79357 15.48239  -0.843
H: 29.66120 9.44609 14.00716  0.181
H: 28.20837 10.14326 13.36701  0.243
H: 28.87193 8.66780 12.59095  0.243
C: 30.21071 10.54614 17.23117  -0.234
O: 29.59871 9.39457 17.74969  -0.712
H: 30.58837 11.23431 17.98741  0.202
H: 31.11275 10.25428 16.69336  0.122
H: 29.54321 11.07944 16.55431  0.171
H: 29.33769 8.77755 17.06213  0.494
C: 31.13915 5.46490 15.41254  -0.246
O: 31.00243 6.69180 14.85317  -0.781
H: 30.77334 5.42893 16.43869  0.168
H: 30.56755 4.73299 14.84185  0.174
H: 32.17846 5.13672 15.39798  0.187
H: 30.14929 7.02902 15.13607  0.515
C: 27.42609 6.76200 9.66550  -0.233
O: 28.31196 6.51050 8.65169  -0.714
H: 27.87003 7.36044 10.46104  0.136
H: 26.52513 7.24989 9.29355  0.168
H: 27.14578 5.82039 10.13762  0.180
H: 28.71184 7.32351 8.33434  0.466
C: 26.92781 10.97775 10.72825  -0.246
O: 27.78210 12.06102 10.43391  -0.708
H: 27.52062 10.07415 10.58621  0.145
H: 26.68540 11.04566 11.78879  0.165
H: 26.02975 11.03346 10.11304  0.200
H: 28.52299 11.92080 11.02806  0.446
C: 27.64485 6.17605 18.79070  -0.635
C: 26.71454 4.92010 18.75685  -0.063
O: 26.22530 4.84276 17.46750  -0.784
H: 28.37096 6.13401 17.97886  0.206
H: 28.25226 6.15229 19.69546  0.235
H: 27.02418 7.07193 18.80735  0.222
H: 25.92803 4.92610 19.51148  0.191
H: 27.39507 4.08011 18.89616  0.172
H: 25.69585 4.05082 17.34870  0.499
C: 24.89445 7.87837 11.43151  -0.628
C: 23.88829 8.40647 12.39567  -0.062
O: 24.52268 9.46541 12.99914  -0.737
H: 25.32004 8.70705 10.86560  0.208
H: 24.38112 7.26591 10.69024  0.206
H: 25.69297 7.33423 11.93588  0.191
H: 23.55732 7.61019 13.06238  0.145
H: 23.04052 8.71492 11.78393  0.178
H: 25.25970 9.09988 13.49390  0.488
C: 26.29851 12.84665 14.30024  -0.634
C: 26.53873 13.10431 15.79874  -0.060
O: 27.33300 14.25556 16.01615  -0.725
H: 25.74635 13.63920 13.79519  0.227
H: 25.68721 11.95729 14.14715  0.225
H: 27.18826 12.57748 13.73103  0.189
H: 26.98072 12.18994 16.19456  0.143
H: 25.61767 13.25953 16.36057  0.169
H: 27.79573 14.18295 16.85412  0.469
C: 34.30663 10.09874 13.48411  -0.651
C: 32.91789 9.65942 13.83199  -0.149
O: 33.04027 8.69100 14.83983  -0.194
H: 34.27999 10.97098 12.83098  0.253
H: 34.80656 9.31913 12.90932  0.253
H: 34.88537 10.37821 14.36448  0.255
H: 32.45292 9.28108 12.92163  0.297
H: 32.23013 10.44233 14.15157  0.313
H: 32.21739 8.20602 14.93604  0.533

The calculated total energy comes out at -2160.540127 Ha. Its net charge is +1. The expectation value of S² is 6.006. The spin multiplicity is 5.

=====

(3)
A 8-piece molecular cluster, C14H44O8 overall at a distorted geometry, computed with wB97M-V/def2-TZVPD.

Each line ends with the natural charge from an NBO analysis.
Positions of all 66 atoms, in Å:
C: 1.11224 4.94091 2.27499  -0.628
C: 0.87209 4.42772 0.84243  -0.051
O: 0.65757 5.50526 -0.13336  -0.761
H: 0.06131 5.28481 2.60877  0.201
H: 1.76699 5.75289 2.30885  0.214
H: 1.39806 4.19347 2.99037  0.232
H: 0.00977 3.74906 0.77974  0.166
H: 1.78044 3.93209 0.41178  0.159
H: 0.53904 5.19026 -1.03478  0.468
C: -0.99160 -4.88439 0.14763  -0.637
C: -0.34496 -5.97352 -0.66200  -0.060
O: -0.49226 -5.92557 -2.11186  -0.750
H: -0.54410 -3.86473 0.11336  0.205
H: -1.08346 -5.12292 1.17806  0.221
H: -1.97603 -4.75412 -0.19423  0.218
H: -0.80803 -6.91652 -0.46656  0.172
H: 0.71605 -5.89151 -0.40858  0.156
H: -0.34467 -6.77933 -2.54706  0.475
C: 1.78597 -2.26593 -3.05670  -0.646
C: 1.91290 -2.61617 -1.53940  -0.069
O: 1.67929 -1.44210 -0.78182  -0.721
H: 2.82883 -2.37681 -3.49916  0.211
H: 1.43247 -1.24802 -3.21328  0.220
H: 1.00827 -2.85641 -3.60473  0.225
H: 2.88945 -3.00046 -1.33559  0.156
H: 1.25125 -3.46517 -1.27275  0.160
H: 2.05996 -1.68322 0.06604  0.465
C: -0.05403 -0.74820 2.37914  -0.643
C: 0.74285 0.35981 1.66810  -0.071
O: 0.47559 1.62645 2.27885  -0.742
H: -0.06459 -1.74563 1.90658  0.205
H: -1.03316 -0.41254 2.68404  0.209
H: 0.46119 -0.93268 3.29881  0.206
H: 0.56047 0.30317 0.61702  0.174
H: 1.78160 0.20730 1.84429  0.165
H: -0.41070 1.91157 1.99643  0.487
C: -0.23105 2.09304 -1.62173  -0.648
C: -0.33118 1.00822 -2.72690  -0.063
O: -1.58851 0.88132 -3.26041  -0.715
H: -0.86003 2.88980 -1.99384  0.191
H: 0.73110 2.52483 -1.33348  0.218
H: -0.60946 1.79391 -0.74570  0.210
H: -0.21576 0.08840 -2.21034  0.180
H: 0.48740 1.11168 -3.42502  0.167
H: -1.72137 1.59061 -3.86813  0.476
C: -2.95213 -1.86119 0.64761  -0.631
C: -1.98292 -1.04336 -0.21717  -0.069
O: -2.75842 -0.61281 -1.33889  -0.760
H: -3.62124 -1.11380 1.13071  0.206
H: -2.48928 -2.52225 1.39869  0.207
H: -3.55811 -2.53369 -0.03857  0.222
H: -1.13548 -1.49294 -0.55102  0.171
H: -1.79625 -0.11505 0.36656  0.148
H: -2.27630 -0.04034 -1.92642  0.487
C: 3.69814 1.88986 0.76985  -0.239
O: 4.81766 2.50742 0.21342  -0.712
H: 3.79693 0.77212 0.92105  0.143
H: 2.84978 2.06696 0.16475  0.183
H: 3.55359 2.24967 1.80843  0.164
H: 5.55127 2.30014 0.78939  0.462
C: -3.32596 1.98059 1.94312  -0.256
O: -2.23457 2.65988 1.45313  -0.730
H: -4.00878 2.62253 2.49298  0.168
H: -2.93602 1.26055 2.66796  0.177
H: -3.88064 1.36223 1.20185  0.174
H: -2.60845 3.20287 0.75469  0.478

The calculated total energy comes out at -1161.536023 Ha. Its net charge is 0. For the energy relative to the best compared isomer or geometry (same formula, charge and spin), the calculation gives 91.57 kcal per mole. Its SMILES is CCO.CCO.CCO.CCO.CCO.CCO.CO.CO.

=====

(4)
C14H45Cl7I2NiO9 as an isolated structure at a distorted geometry, computed with wB97M-V/def2-TZVPD.

Each line ends with the Mulliken spin population.
Positions of all 78 atoms, in Å:
Ni: 12.27529 11.84154 12.50680  1.722
I: 13.15947 14.27832 13.41480  0.067
I: 13.04686 10.49350 14.87837  0.063
C: 13.27660 7.28696 9.06775  0.000
Cl: 14.05367 8.88503 9.03292  0.000
Cl: 14.50304 5.99811 8.83806  0.000
Cl: 11.94486 7.27661 7.94945  0.000
H: 12.90206 7.07583 10.10602  0.000
C: 12.17322 12.64686 9.48102  -0.002
O: 11.41298 12.56662 10.70619  0.043
H: 12.53060 13.68348 9.35482  0.000
H: 13.05393 11.97702 9.64128  0.000
H: 11.56098 12.37041 8.60671  0.001
H: 10.84810 13.32096 10.86978  -0.006
C: 15.26867 12.25935 11.37664  -0.004
O: 14.11603 11.37998 11.76918  0.057
H: 15.89899 12.42237 12.25729  -0.001
H: 15.83967 11.84272 10.57718  0.002
H: 14.83967 13.21048 11.12601  0.001
H: 14.48495 10.55407 12.24097  -0.006
C: 9.34641 15.80268 11.57318  0.000
O: 10.56038 15.29834 11.00646  0.000
H: 9.39648 16.76697 12.05233  0.000
H: 8.69974 16.00376 10.69183  0.000
H: 8.86155 15.02806 12.17470  0.000
H: 11.19522 15.28166 11.69179  0.000
C: 10.53690 9.69939 10.98592  0.002
O: 11.74161 10.01242 11.59580  0.039
H: 9.87817 9.17500 11.69316  0.000
H: 10.03798 10.60124 10.70124  0.001
H: 10.81200 9.13726 10.11923  0.001
H: 12.20623 9.20718 11.94022  -0.003
C: 8.50532 9.17012 16.35339  0.000
O: 9.25104 9.28975 15.10347  -0.001
H: 9.18128 9.50856 17.19891  0.000
H: 7.62994 9.80106 16.16875  0.000
H: 8.30929 8.08194 16.30154  0.000
H: 10.12660 9.72111 15.26385  -0.002
C: 16.93107 9.42615 12.38417  0.000
O: 15.57606 9.44401 12.77879  -0.002
H: 17.60936 9.45452 13.26598  0.000
H: 17.21180 8.56600 11.71795  0.000
H: 17.09266 10.31557 11.83012  0.000
H: 15.43884 9.35969 13.75062  0.000
C: 7.17134 9.65096 12.33434  0.000
O: 8.00887 10.57087 13.04800  0.000
H: 7.56329 8.98218 11.56311  0.000
H: 6.66296 9.07353 13.13354  0.000
H: 6.44433 10.31596 11.81745  0.000
H: 8.27513 10.25178 13.96051  0.000
C: 12.55119 7.03152 13.09759  -0.002
O: 13.10867 7.84108 12.09936  0.002
H: 12.42486 7.59062 14.10574  0.001
H: 11.48914 6.74472 12.83922  0.000
H: 13.10895 6.17588 13.32184  0.000
H: 13.94233 8.20810 12.46548  -0.001
C: 9.59872 12.86491 14.13279  0.001
O: 10.43839 11.88123 13.54065  0.031
H: 9.46172 12.63760 15.22316  0.001
H: 10.05276 13.84212 13.98423  0.001
H: 8.62436 12.86361 13.74174  0.000
H: 9.92522 11.09264 13.37887  -0.006
Cl: 17.92849 12.53011 14.11300  0.000
C: 16.43270 12.27370 15.12532  0.003
C: 16.75010 11.36723 16.22744  0.001
Cl: 17.20164 9.69463 15.65110  0.000
H: 15.64972 11.87584 14.46737  -0.004
H: 16.10716 13.23875 15.45157  0.001
H: 15.85785 11.32165 16.81954  0.000
H: 17.54730 11.68780 16.93033  0.000
Cl: 14.99198 13.73174 18.70077  0.000
C: 13.76066 13.41438 17.44563  -0.001
C: 12.61643 14.44048 17.47920  0.001
Cl: 11.62778 14.30617 18.99913  0.000
H: 13.41081 12.42858 17.68809  0.000
H: 14.23290 13.50818 16.45718  0.000
H: 11.95834 14.08141 16.74132  -0.001
H: 13.13841 15.41585 17.44982  0.000

The calculated total energy comes out at -6562.585766 Ha. Its net charge is 0. The expectation value of S² is 2.005. The spin multiplicity is 3.